1.
The following is a DFT calculation (ωB97M-V/def2-TZVPD) of the molecule C6H12F4N2O2S.

Positions of all 27 atoms, in Å:
N: 4.418 -0.656 -0.505
C: 3.367 -0.332 0.459
C: 2.269 0.484 -0.207
C: 0.978 0.546 0.604
C: -0.213 1.066 -0.224
C: -1.225 -0.004 -0.656
N: -2.601 0.191 -0.117
C: -3.628 -0.174 -1.056
F: -4.795 -0.391 -0.437
F: -3.789 0.812 -1.951
F: -3.313 -1.283 -1.750
S: -2.911 -0.347 1.437
O: -2.900 -1.759 1.514
O: -3.915 0.445 2.025
F: -1.548 0.134 2.025
H: 5.211 -1.076 -0.041
H: 4.071 -1.330 -1.175
H: 2.917 -1.223 0.919
H: 3.818 0.240 1.271
H: 2.640 1.492 -0.397
H: 2.055 0.035 -1.182
H: 0.757 -0.460 0.968
H: 1.113 1.181 1.479
H: 0.185 1.517 -1.134
H: -0.744 1.859 0.298
H: -1.347 0.044 -1.733
H: -0.870 -1.013 -0.436

Results
HOMO-LUMO gap = 10.31 eV
SMILES = NCCCCCN(C(F)(F)F)S(=O)(=O)F
E_HOMO = -9.56 eV

Mulliken analysis output, partial charges in e: N -0.5983; C -0.5355; C -0.6734; C -0.5980; C -1.0264; C -0.6854; N 0.1080; C 0.7467; F -0.2554; F -0.2598; F -0.2537; S 1.1048; O -0.5609; O -0.5541; F -0.1726; H 0.2326; H 0.2140; H 0.3216; H 0.3349; H 0.2408; H 0.3592; H 0.3896; H 0.3714; H 0.6062; H 0.4027; H 0.3440; H 0.3971

2.
The following is a DFT calculation (ωB97M-V/def2-TZVPD) of the molecule C4H12NP.

Positions of all 18 atoms, in Å:
C: 2.482 -1.411 0.087
C: 2.421 0.008 0.183
P: 0.680 0.773 -0.104
C: -1.128 1.385 -0.367
N: -2.078 0.549 0.394
C: -2.046 -0.870 0.026
H: 2.499 -2.049 0.983
H: 2.471 -1.812 -0.942
H: 3.322 0.619 0.400
H: 1.228 2.076 -0.355
H: 0.546 -0.096 -1.256
H: 0.341 0.237 1.176
H: -1.222 2.417 0.046
H: -1.391 1.345 -1.443
H: -1.994 0.692 1.389
H: -1.486 -1.501 0.756
H: -3.065 -1.307 -0.019
H: -1.578 -1.056 -0.955

Results
HOMO-LUMO gap = 6.95 eV
SMILES = C=C[PH3]CNC
E_HOMO = -7.21 eV
energy relative to the best compared isomer or geometry (same formula, charge and spin) = 164.5 kcal per mole

Mulliken analysis output, partial charges in e: C -0.6615; C -0.4498; P 0.4023; C -0.8496; N -0.3791; C -0.7790; H 0.2565; H 0.2910; H 0.3575; H -0.0108; H -0.0382; H -0.0070; H 0.4221; H 0.3623; H 0.2630; H 0.2603; H 0.2801; H 0.2800

3.
The following is a DFT calculation (ωB97M-V/def2-TZVPD) of a cluster of 8 separate species, C21H25Cl2F6NO20 in total.

Positions of all 75 atoms, in Å:
O: 3.158 6.214 2.748
C: 2.884 5.062 3.070
O: 3.256 4.275 4.103
C: 2.423 3.128 4.194
C: 1.572 3.174 2.963
F: 0.251 3.239 3.220
O: 2.002 4.372 2.316
H: 2.985 2.201 4.305
H: 1.694 3.127 5.004
H: 1.838 2.385 2.261
O: -4.575 1.349 0.943
C: -3.933 1.984 0.124
O: -4.421 2.925 -0.671
C: -3.585 3.179 -1.765
C: -2.312 2.866 -1.090
F: -1.927 3.904 -0.348
O: -2.611 1.821 -0.188
H: -3.645 2.449 -2.573
H: -3.724 4.178 -2.176
H: -1.454 2.682 -1.737
O: 0.243 -0.922 -4.020
C: 0.907 -1.884 -3.632
O: 0.476 -2.890 -2.922
C: 1.556 -3.742 -2.552
C: 2.617 -3.311 -3.576
F: 2.465 -4.184 -4.596
O: 2.176 -1.991 -3.883
H: 1.927 -3.611 -1.535
H: 1.221 -4.769 -2.695
H: 3.630 -3.387 -3.182
O: 2.545 2.174 -1.399
C: 1.964 2.501 -2.429
O: 0.826 1.994 -2.827
C: 0.545 2.339 -4.154
C: 1.384 3.589 -4.284
F: 0.608 4.610 -4.157
O: 2.340 3.420 -3.260
H: 0.782 1.560 -4.879
H: -0.515 2.575 -4.256
H: 1.753 3.680 -5.305
O: -2.815 0.770 -3.937
C: -2.941 -0.344 -3.387
O: -3.486 -0.521 -2.163
C: -3.390 -1.932 -1.758
C: -3.156 -2.644 -3.141
F: -4.383 -2.926 -3.639
O: -2.638 -1.554 -3.940
H: -2.673 -2.101 -0.955
H: -4.378 -2.149 -1.351
H: -2.500 -3.514 -3.111
O: 0.808 0.092 3.431
C: 0.713 -0.106 2.201
O: 1.375 -1.128 1.615
C: 1.194 -1.032 0.226
C: 0.095 -0.046 0.100
F: -1.070 -0.760 0.129
O: 0.192 0.729 1.261
H: 2.133 -0.700 -0.216
H: 1.072 -1.986 -0.288
H: 0.172 0.533 -0.820
C: 1.324 -4.184 2.207
N: 0.368 -4.846 1.282
O: -0.095 -4.136 0.440
O: 0.206 -6.055 1.512
H: 0.705 -3.489 2.775
H: 2.092 -3.640 1.658
H: 1.796 -4.912 2.866
Cl: 1.380 -1.575 8.104
C: 0.771 -1.076 6.525
C: -0.783 -1.178 6.361
Cl: -1.448 -2.831 6.166
H: 1.268 -1.694 5.778
H: 1.031 -0.047 6.276
H: -1.055 -0.663 5.440
H: -1.208 -0.616 7.193

Results
HOMO-LUMO gap = 10.14 eV
SMILES = O=C1OC[C@@H](F)O1.O=C1OC[C@@H](F)O1.O=C1OC[C@@H](F)O1.O=C1OC[C@@H](F)O1.O=C1OC[C@@H](F)O1.O=C1OC[C@@H](F)O1.C[N+](=O)[O-].ClCCCl
E_HOMO = -10.71 eV
energy relative to the best compared isomer or geometry (same formula, charge and spin) = 30.6 kcal per mole

Mulliken analysis output, partial charges in e: O -0.5624; C 0.5416; O -0.3345; C -0.2802; C 0.7191; F -0.2879; O -0.3680; H 0.2460; H 0.2607; H 0.0637; O -0.5807; C 0.5882; O -0.4057; C -0.1977; C 1.0403; F -0.3274; O -0.0552; H 0.1433; H 0.3713; H -0.5207; O -0.5637; C 0.6818; O -0.1549; C -0.2865; C 0.1739; F -0.3034; O -0.3314; H 0.1417; H 0.3190; H 0.3839; O -0.5844; C 0.5155; O -0.0377; C -0.4638; C 0.3387; F -0.2848; O -0.3556; H 0.2886; H 0.2426; H 0.3767; O -0.6693; C 0.7634; O -0.2433; C -0.1695; C 0.3555; F -0.3076; O -0.3538; H 0.0225; H 0.3046; H 0.2814; O -0.6017; C 0.4555; O -0.3152; C 0.3650; C 0.7289; F -0.3979; O 0.0655; H 0.4063; H -0.4942; H -0.3929; C -0.7178; N 0.9438; O -0.4923; O -0.5519; H 0.3114; H 0.2171; H 0.3211; Cl -0.1976; C -0.0301; C -0.3422; Cl -0.2065; H 0.1445; H 0.1088; H 0.1326; H 0.4058

4.
The following is a DFT calculation (ωB97M-V/def2-TZVPD) of the molecule C25H30N4O.

Positions of all 60 atoms, in Å:
C: -7.271 -0.315 0.161
C: -5.801 -0.037 0.088
C: -5.037 -0.549 -0.955
C: -3.680 -0.305 -1.026
C: -3.033 0.452 -0.053
C: -1.543 0.728 -0.213
C: -0.881 -0.571 -0.515
N: -0.820 -1.114 -1.699
O: -0.167 -2.297 -1.520
C: 0.133 -2.377 -0.219
C: 0.896 -3.562 0.278
N: 2.330 -3.399 0.381
C: 2.843 -2.749 1.569
C: 2.863 -1.219 1.488
C: 3.694 -0.791 0.278
C: 3.816 0.700 0.088
C: 4.735 1.196 -0.835
C: 4.822 2.561 -1.039
N: 4.073 3.443 -0.398
C: 3.211 2.980 0.488
C: 3.044 1.632 0.770
C: 3.078 -1.425 -0.979
C: 3.005 -2.950 -0.819
N: -0.288 -1.343 0.444
C: -1.348 1.753 -1.367
C: -0.446 2.851 -0.802
C: -0.793 2.860 0.684
C: -0.862 1.374 1.010
C: -3.798 0.979 0.976
C: -5.160 0.734 1.045
H: -7.447 -1.382 0.297
H: -7.729 0.218 0.991
H: -7.762 -0.013 -0.763
H: -5.514 -1.143 -1.721
H: -3.109 -0.702 -1.853
H: 0.704 -4.384 -0.422
H: 0.511 -3.832 1.263
H: 2.249 -3.072 2.426
H: 3.868 -3.115 1.708
H: 1.836 -0.865 1.392
H: 3.291 -0.814 2.407
H: 4.708 -1.196 0.395
H: 5.378 0.523 -1.383
H: 5.525 2.974 -1.751
H: 2.622 3.729 1.000
H: 2.328 1.330 1.517
H: 2.085 -1.003 -1.138
H: 3.677 -1.190 -1.860
H: 2.510 -3.394 -1.685
H: 4.028 -3.343 -0.773
H: -0.926 1.272 -2.248
H: -2.317 2.171 -1.641
H: -0.619 3.811 -1.284
H: 0.606 2.587 -0.931
H: -0.053 3.384 1.287
H: -1.765 3.332 0.835
H: 0.151 0.978 1.086
H: -1.368 1.145 1.944
H: -3.353 1.599 1.738
H: -5.730 1.158 1.860

Results
HOMO-LUMO gap = 9.45 eV
SMILES = Cc1ccc(C2(c3noc(CN4CCC(c5ccncc5)CC4)n3)CCCC2)cc1
E_HOMO = -8.69 eV
energy relative to the best compared isomer or geometry (same formula, charge and spin) = 43.4 kcal per mole

Mulliken analysis output, partial charges in e: C -1.4326; C 1.1412; C -1.0313; C -0.2901; C -0.6975; C 3.7341; C -0.5182; N -0.5268; O -0.1800; C 0.7024; C -1.5021; N 0.2203; C -1.4750; C -0.1711; C 0.5914; C -0.2081; C -0.5131; C -0.4875; N -0.6626; C -0.5080; C 0.0788; C -0.2675; C -1.2231; N -0.5121; C -1.1183; C -0.6016; C -0.6795; C -0.0006; C -0.5262; C -1.3260; H 0.3109; H 0.3458; H 0.3373; H 0.3828; H 0.5588; H 0.4047; H 0.4030; H 0.4881; H 0.3720; H -0.1700; H 0.6094; H 0.4126; H 0.4181; H 0.3792; H 0.3856; H 0.3928; H 0.0185; H 0.5996; H 0.4514; H 0.4129; H 0.4929; H 0.3706; H 0.4992; H 0.0696; H 0.4648; H 0.3110; H -1.0114; H 0.6648; H 0.3256; H 0.2901